No. 1
A molecular structure, C38H52AsFeN2O7P2S at a distorted geometry. Source: OMol25; level of theory: the ωB97M-V functional and the def2-TZVPD basis.

Structure (XYZ):
```
104
Properties=species:S:1:pos:R:3
Fe 0.57325 0.67278 -0.00503
C 0.20143 -3.71885 1.57785
C 1.49250 -3.43328 0.80827
C 2.65129 -3.11367 1.75455
P 1.27128 -1.96222 -0.33856
C 2.60340 -2.27934 -1.61955
C 2.23848 -1.59913 -2.94050
C 3.09101 -3.70919 -1.84966
C -0.33662 -2.40623 -1.09798
C -0.57594 -3.31554 -2.11654
C -1.83687 -3.45820 -2.69027
C -2.10311 -4.49399 -3.75265
C -2.84664 -2.60665 -2.25106
C -2.65208 -1.72163 -1.20253
C -1.41012 -1.65146 -0.53968
N -1.09078 -0.86861 0.53690
C -1.92373 -0.49946 1.54424
C -3.22052 -1.01900 1.76125
C -4.00800 -0.58302 2.80961
C -3.56481 0.38018 3.71333
C -4.44929 0.87467 4.83078
C -2.25264 0.81560 3.58006
C -1.42627 0.38331 2.55110
P 0.38735 0.65657 2.56030
C 0.71145 -0.11540 4.26033
C 0.21051 -1.55233 4.38989
C 2.19018 -0.05052 4.64471
C 0.73098 2.42960 3.08456
C 2.16709 2.75236 2.64336
C -0.23873 3.45149 2.49875
H 0.39055 -4.41863 2.39745
H -0.21246 -2.80000 1.98732
H -0.55329 -4.15629 0.92422
H 1.73629 -4.31200 0.20648
H 2.46255 -2.16083 2.25268
H 2.76856 -3.89370 2.51228
H 3.59390 -3.01634 1.21120
H 3.43211 -1.70191 -1.19631
H 1.46548 -2.15218 -3.47719
H 3.12382 -1.52790 -3.57708
H 1.87517 -0.58987 -2.75705
H 2.29379 -4.37837 -2.17879
H 3.85515 -3.69633 -2.63168
H 3.54535 -4.13903 -0.95550
H 0.23121 -3.94241 -2.47673
H -1.20078 -5.06371 -3.97513
H -2.87104 -5.19711 -3.42185
H -2.45219 -4.03530 -4.68071
H -3.81594 -2.64504 -2.73912
H -3.45839 -1.06576 -0.89900
H -3.59227 -1.79540 1.10692
H -4.99895 -1.00900 2.93317
H -5.48752 0.59668 4.64779
H -4.15185 0.44880 5.79317
H -4.39900 1.96115 4.92292
H -1.85735 1.51232 4.31530
H 0.14084 0.50369 4.95831
H 0.85645 -2.23699 3.84211
H 0.22000 -1.84810 5.44263
H -0.81025 -1.66063 4.02259
H 2.81188 -0.52071 3.88074
H 2.53334 0.97566 4.77571
H 2.35193 -0.57988 5.58768
H 0.66665 2.47600 4.17799
H 2.20899 2.93933 1.57096
H 2.53463 3.64530 3.15386
H 2.85686 1.93204 2.84899
H -0.22980 3.40863 1.41067
H -1.25592 3.29493 2.86181
H 0.06993 4.45868 2.78960
O 4.91182 1.01645 -1.82258
As 3.45725 1.87936 -1.09567
O 4.15885 2.95216 -0.10351
O 2.66447 0.58917 -0.38584
C 2.76052 2.40526 -2.84133
C 3.33597 1.89988 -4.00206
C 2.88421 2.32045 -5.24305
C 1.86534 3.25961 -5.34511
C 1.28045 3.76034 -4.19318
C 1.72252 3.32104 -2.95485
S 0.93776 3.93485 -1.47753
O 1.71454 5.06205 -1.04039
O -0.43312 4.24138 -1.84506
O 1.04138 2.77163 -0.55289
H 5.56330 1.09426 -1.11437
H 4.14800 1.19129 -3.91550
H 3.34455 1.92550 -6.14050
H 1.53345 3.60110 -6.31741
H 0.47936 4.48856 -4.22656
O -0.23646 0.31558 -2.35462
C -1.27875 1.04131 -2.97046
C -2.31178 1.59775 -2.02421
C -3.44547 2.19973 -2.56217
C -4.37481 2.75868 -1.71298
C -4.14908 2.68501 -0.34649
C -3.01513 2.03404 0.09630
N -2.10311 1.49137 -0.71690
H -0.62957 -0.52604 -2.07060
H -1.77973 0.39792 -3.70188
H -0.82817 1.87340 -3.50469
H -3.56773 2.24438 -3.63752
H -5.25750 3.24978 -2.10317
H -4.83731 3.12660 0.36116
H -2.81845 1.92763 1.15144
```

Summary:
* largest force on an atom: 1.864 eV Å⁻¹
* charge: -1
* multiplicity: 5
* electronic energy: -6695.9371 Ha

---

No. 2
C3H7N3 in the gas phase at a distorted geometry. Source: OMol25; level of theory: the ωB97M-V functional and the def2-TZVPD basis.

Structure (XYZ):
```
13
Properties=species:S:1:pos:R:3
N 0.49313 1.66603 0.53018
C -0.52242 0.43535 0.42543
C -0.83425 0.21065 -1.15540
N 0.01280 -0.62299 -1.73953
N 0.57635 -1.21692 -0.70664
C 0.18165 -0.79266 0.64095
H 0.43501 2.19480 1.54789
H 1.48354 1.33114 0.10672
H -1.46669 0.94248 0.98592
H -1.43931 0.57141 -2.00305
H 0.72300 -2.20386 -1.09040
H -0.49179 -1.52623 1.04883
H 0.84898 -0.98920 1.40910
```

Summary:
* largest force on an atom: 6.478 eV Å⁻¹
* electronic energy: -282.6133 Ha

---

No. 3
C6H9N in the gas phase. Source: OMol25; level of theory: the ωB97M-V functional and the def2-TZVPD basis.

Structure (XYZ):
```
16
Properties=species:S:1:pos:R:3
C -0.96883 1.86956 0.30742
C -0.50737 0.58576 -0.39823
C 0.78833 0.79716 -1.12515
C 1.68323 -0.25185 -0.57374
N 1.03510 -1.12128 0.42593
C -0.04615 -1.90928 -0.15157
C -0.34250 -0.62740 0.52239
H -1.09548 2.67518 -0.41935
H -0.24173 2.19514 1.05814
H -1.92276 1.69804 0.81676
H 2.15642 -0.83079 -1.37952
H 2.51523 0.29961 -0.10338
H -0.24020 -2.86102 0.33697
H -0.14051 -1.93088 -1.24003
H -1.23518 0.38480 -1.20274
H -0.78914 -0.61001 1.51505
```

Summary:
* largest force on an atom: 0.401 eV Å⁻¹
* electronic energy: -288.6100 Ha

---

No. 4
C7H7N2OP in the gas phase at a distorted geometry. Source: OMol25; level of theory: the ωB97M-V functional and the def2-TZVPD basis.

Structure (XYZ):
```
18
Properties=species:S:1:pos:R:3
H 0.34927 -3.22005 0.71861
N 0.41132 -2.28705 1.21990
P 1.43104 -1.86360 2.27406
O 1.38615 0.02472 2.26266
C 1.01673 1.13060 1.49199
N 1.14217 2.40858 1.76111
H 1.13599 2.96028 0.81240
C 0.31934 0.59754 0.27584
C 0.85010 -0.21642 -0.74019
C -0.00090 -0.72154 -1.73806
C -1.32844 -0.28748 -1.81909
C -1.82636 0.49181 -0.84002
C -1.01859 1.01539 0.12047
H 1.87724 -0.44789 -0.85515
H 0.52061 -1.21342 -2.49984
H -1.89222 -0.71223 -2.48362
H -2.95181 0.78725 -0.90620
H -1.42165 1.55350 0.94513
```

Summary:
* largest force on an atom: 5.580 eV Å⁻¹
* electronic energy: -796.9623 Ha

---

No. 5
A molecular structure, C4H9FO2 at a distorted geometry. Source: OMol25; level of theory: the ωB97M-V functional and the def2-TZVPD basis.

Structure (XYZ):
```
16
Properties=species:S:1:pos:R:3
C 0.58431 1.97072 -0.14966
C -1.24598 0.37326 -0.38777
C -0.52511 -1.79243 0.05854
C 0.77757 -1.09958 0.77720
H 1.59916 2.02836 0.46574
H 1.07487 1.28954 -0.86241
H 0.49438 3.17082 -0.75585
H -2.18601 0.64615 -0.70412
H -0.50991 0.19033 -1.14899
H -1.01318 -2.67396 0.33840
H -0.13189 -1.93300 -1.06486
H 1.61726 -1.82958 1.62394
H 0.29121 -0.44141 1.56713
O -0.78024 1.46116 0.45609
O -1.62805 -0.82962 0.15996
F 1.58164 -0.53075 -0.37333
```

Summary:
* largest force on an atom: 4.665 eV Å⁻¹
* electronic energy: -407.9425 Ha

---

No. 6
8 unconnected molecules or ions with the total composition C12H35BBrN15O8P at a distorted geometry. Source: OMol25; level of theory: the ωB97M-V functional and the def2-TZVPD basis.

Structure (XYZ):
```
73
Properties=species:S:1:pos:R:3
O -1.31814 4.19185 -1.22362
P -1.27206 5.09606 0.00276
B 0.19456 6.38083 0.00037
Br 1.91601 5.38014 -0.25959
C 0.08691 7.13001 1.46945
C -0.99177 8.10373 1.58392
C -1.14968 8.75986 2.89463
C -0.16732 8.30066 3.87609
C 0.88255 7.34672 3.61922
N 1.00965 6.75449 2.39968
H -1.14878 4.34451 1.22895
H -2.46326 5.89932 0.14943
H -0.03022 7.17421 -0.86936
H -1.68082 8.32132 0.74070
H -1.93801 9.50620 3.11179
H -0.23106 8.72518 4.90872
H 1.59415 7.05522 4.42842
C -2.72362 0.69443 -0.71322
O -1.96778 0.76062 0.25124
N -3.47738 -0.41071 -0.97283
N -2.87139 1.70817 -1.59868
H -4.09928 -0.48923 -1.75409
H -3.39285 -1.18618 -0.33413
H -2.32446 2.55276 -1.44040
H -3.48368 1.66679 -2.39092
C 3.50578 3.57273 3.45925
O 4.22586 4.41918 3.97052
N 3.74432 2.23014 3.59946
N 2.41888 3.88065 2.71631
H 3.17023 1.51725 3.19108
H 4.54322 1.96127 4.14465
H 2.20585 4.86307 2.58608
H 1.82140 3.19562 2.29211
C -0.47903 -2.63486 -1.74354
O -1.20932 -2.32588 -2.67678
N 0.36052 -3.70748 -1.78819
N -0.43631 -1.93897 -0.57922
H 0.96966 -3.97569 -1.02807
H 0.36373 -4.25314 -2.63178
H -1.04106 -1.13213 -0.49751
H 0.15646 -2.18236 0.19179
C 2.44540 -5.66123 0.98738
O 2.08029 -5.00485 0.02557
N 3.57875 -5.37278 1.67972
N 1.74828 -6.73667 1.44606
H 3.89786 -5.89794 2.47188
H 4.11869 -4.58424 1.36683
H 0.90434 -6.97832 0.95637
H 2.03015 -7.28974 2.23338
C -3.87336 -4.13312 -5.83758
O -4.71191 -4.41791 -6.67994
N -3.92827 -2.99509 -5.09923
N -2.80565 -4.93457 -5.56367
H -3.24476 -2.74655 -4.40161
H -4.69922 -2.37466 -5.26908
H -2.72631 -5.78722 -6.08778
H -2.10758 -4.71621 -4.87584
C -2.69986 -3.82993 1.87531
O -3.17631 -3.11837 1.01325
N -1.74060 -3.39047 2.73777
N -3.08365 -5.12766 2.05386
H -1.33311 -3.95817 3.45647
H -1.43477 -2.43754 2.63490
H -3.78976 -5.48527 1.43505
H -2.70323 -5.73009 2.75888
C 4.36594 -2.22638 -2.75704
O 4.64886 -3.17877 -3.46749
N 3.13356 -2.05865 -2.21001
N 5.26633 -1.24722 -2.45141
H 2.88371 -1.28314 -1.62433
H 2.43949 -2.76061 -2.41297
H 6.18874 -1.33642 -2.83814
H 5.05553 -0.45659 -1.87126
```

Summary:
* largest force on an atom: 3.881 eV Å⁻¹
* charge: -1
* electronic energy: -4842.1538 Ha

---

No. 7
A molecular structure, C30H49BCsN10O4PS2. Source: OMol25; level of theory: the ωB97M-V functional and the def2-TZVPD basis.

Structure (XYZ):
```
98
Properties=species:S:1:pos:R:3
Cs 1.58014 -1.21664 -0.56222
B 1.17181 2.08293 2.95509
N 0.41874 0.71711 3.12830
C -0.34896 0.37134 4.17493
C -0.94992 -0.84404 3.89939
C -0.46622 -1.16739 2.62636
N 0.35447 -0.22120 2.17005
N 2.48265 1.88034 2.16095
C 3.74863 1.90512 2.61467
C 4.60420 1.71898 1.54513
C 3.73939 1.59122 0.44755
N 2.46898 1.68677 0.83029
H 1.45375 2.47282 4.07077
H 0.45576 2.87196 2.36544
H -0.40751 1.01211 5.03971
H -1.62364 -1.40843 4.52150
H -0.68390 -2.03609 2.02009
H 3.94441 2.04927 3.66458
H 5.67973 1.67482 1.55310
H 3.97447 1.41195 -0.59284
N -2.67032 2.41645 -1.53274
C -1.51561 1.46704 -1.37956
C -0.21840 2.15847 -1.02512
C 0.41939 2.98122 -2.13902
N 1.86768 2.92201 -1.99889
C -0.00540 2.48671 -3.52755
C -0.29847 0.99507 -3.61483
N 0.88998 0.19855 -3.31093
C -1.42228 0.58094 -2.63441
H -2.80346 2.96617 -0.68355
H -3.55151 1.66197 -1.52960
H -2.56790 3.04010 -2.32462
H -1.82029 0.86972 -0.51814
H 0.41572 1.33703 -0.69837
H -0.34959 2.75655 -0.11853
H 0.04617 4.01414 -2.03914
H 2.13750 2.81957 -1.02541
H 2.32337 3.73651 -2.38807
H 0.77565 2.74900 -4.24627
H -0.90857 3.01826 -3.85662
H -0.66282 0.80853 -4.63492
H 1.76057 0.53090 -3.70659
H 0.73717 -0.75721 -3.61316
H -1.21724 -0.44105 -2.30971
H -2.39738 0.53011 -3.12219
C 2.09371 -4.17060 2.50817
C 1.44316 -5.47000 2.06678
C -0.07093 -5.41624 2.18715
O 1.95922 -5.78588 0.76610
P 1.15763 -6.02699 -0.63028
S 0.14051 -7.70481 -0.59696
S 0.19734 -4.36653 -1.15646
O 2.44163 -6.28440 -1.57131
C 3.72915 -5.65000 -1.57547
C 3.71614 -4.15581 -1.31271
C 4.66286 -6.39169 -0.63044
H 1.81993 -3.93310 3.53832
H 1.76513 -3.34152 1.87865
H 3.18068 -4.24390 2.44211
H 1.80590 -6.27925 2.71087
H -0.48458 -4.61374 1.57831
H -0.32196 -5.23563 3.23557
H -0.52265 -6.35222 1.86391
H 4.07957 -5.80709 -2.59964
H 3.39373 -3.94628 -0.29126
H 3.06212 -3.63958 -2.01134
H 4.72586 -3.76135 -1.44243
H 4.35514 -6.23615 0.40280
H 5.68546 -6.02842 -0.75873
H 4.63705 -7.46115 -0.84227
N 6.65507 1.26308 -5.32863
C 6.39658 0.75248 -4.31558
N 6.21719 0.19735 -3.13694
C 5.04068 -0.25711 -2.80724
N 4.01518 -0.65581 -2.41875
C -3.62336 5.66609 2.20434
C -4.13789 4.41333 1.54554
C -5.18188 4.45678 0.63052
C -5.65225 3.30436 0.00342
C -6.77306 3.37980 -0.99967
C -5.04828 2.08205 0.29093
C -4.02579 2.00483 1.24726
C -3.41307 0.68538 1.64480
C -3.57947 3.17555 1.85265
C -5.37367 0.87093 -0.57597
O -6.42856 0.27455 -0.43000
O -4.44709 0.61363 -1.43585
H -4.18236 6.54204 1.87393
H -2.56868 5.82794 1.97362
H -3.70785 5.60024 3.29059
H -5.63735 5.41238 0.38818
H -7.04158 4.41601 -1.20765
H -7.65155 2.85005 -0.62951
H -6.49765 2.89369 -1.93756
H -3.44982 -0.04518 0.83724
H -3.96950 0.25935 2.48305
H -2.37786 0.80312 1.96963
H -2.76888 3.11573 2.57331
```

Summary:
* largest force on an atom: 0.635 eV Å⁻¹
* charge: -2
* electronic energy: -3204.1104 Ha

---

No. 8
A molecular structure, C30H38N4OYb at a distorted geometry. Source: OMol25; level of theory: the ωB97M-V functional and the def2-TZVPD basis.

Structure (XYZ):
```
74
Properties=species:S:1:pos:R:3
Yb -0.22442 0.27168 0.01328
N -1.57578 -1.43457 0.77496
N -0.39633 -2.53846 -1.54179
C 1.99914 0.77580 -0.37752
C 2.10523 -0.56723 0.09037
C 1.61339 -0.62475 1.41985
C 1.60483 -1.83209 2.27766
H 1.57549 -2.77886 1.74203
H 0.76455 -1.95493 2.94021
H 2.41218 -1.76464 3.00426
C 1.15977 0.74154 1.78550
C 0.51635 1.16653 3.05223
H 1.30167 1.42175 3.75067
H -0.00659 0.41736 3.61852
H -0.23762 1.94778 2.94926
C 1.41726 1.58958 0.67212
C 1.06058 3.03492 0.56013
H 0.21468 3.32734 1.18740
H 0.86295 3.36061 -0.46450
H 1.95459 3.55076 0.91845
C 2.70664 -1.73786 -0.64700
H 3.77730 -1.79864 -0.39657
H 2.63079 -1.62066 -1.73399
H 2.24140 -2.69304 -0.37516
C 2.51368 1.31798 -1.67071
H 1.82209 1.99815 -2.18777
H 2.78762 0.52746 -2.37243
H 3.42733 1.88617 -1.44858
C -1.98671 -0.75251 1.98996
H -2.19040 0.35450 1.91622
C -2.61078 -1.58329 2.98811
H -3.18461 -1.06995 3.73277
C -2.32128 -2.92324 2.94566
H -2.67122 -3.55929 3.74565
C -1.58715 -3.49052 1.92364
H -1.37886 -4.53454 1.84832
C -1.12088 -2.72124 0.84312
C -0.44897 -3.19825 -0.31566
H -0.37892 -4.27361 -0.38059
C -0.28874 -1.17956 -1.70980
C -0.42475 -3.08485 -2.82444
H -0.50404 -4.13544 -2.88059
C -0.44259 -2.12477 -3.68538
H -0.52650 -2.07353 -4.73557
N -0.38628 -0.90385 -3.02156
C -0.59026 0.42646 -3.55047
C 0.39732 0.99079 -4.37001
C 0.16874 2.28022 -4.88145
H 0.93694 2.74615 -5.50594
C -1.02336 2.96996 -4.62858
C -1.23417 4.37222 -5.13917
H -1.11266 5.11231 -4.33816
H -2.24351 4.50683 -5.54314
H -0.51937 4.62633 -5.92719
C -2.02000 2.33288 -3.88449
H -2.97945 2.82932 -3.71822
C -1.82989 1.04574 -3.35276
C -2.96209 0.31226 -2.70068
H -3.40677 -0.43259 -3.38142
H -3.76872 1.00186 -2.41562
H -2.66641 -0.23175 -1.78980
C 1.63897 0.24310 -4.75401
H 1.51932 -0.24863 -5.73102
H 1.90878 -0.54160 -4.03798
H 2.50399 0.91811 -4.85232
C 0.18441 -2.37674 5.01359
C -0.66684 -1.37962 4.53345
N -1.41337 -0.53700 5.10424
O -0.54037 -0.74115 2.50767
H -0.13193 -2.46701 6.05781
H 1.23782 -2.10495 5.04166
H 0.05531 -3.35200 4.55651
H -1.90026 0.29218 4.75776
H -1.53678 -0.76602 6.05458
```

Summary:
* largest force on an atom: 5.414 eV Å⁻¹
* charge: -1
* multiplicity: 2
* electronic energy: -2618.4952 Ha